(1)
# C4H9NOS

A cluster of 2 separate species, C4H9NOS in total (ωB97M-V/def2-TZVPD, the Open Molecules 2025 dataset).

```
16
C4H9NOS | the Open Molecules 2025 dataset | ωB97M-V/def2-TZVPD
C -2.3836 -2.9594 2.3709
C 1.2572 0.3955 0.3781
C 0.3736 -0.8394 -0.1689
C -1.0367 -0.3456 -0.3831
N -1.6786 0.4236 0.6781
O -1.8778 -3.9148 1.9135
S -3.2452 -2.0484 3.2688
H -1.3734 1.4217 0.4509
H 2.2600 0.1269 0.5615
H 1.3805 1.1961 -0.2720
H 0.9212 0.8287 1.3624
H 0.3586 -1.6011 0.6711
H 0.7883 -1.4224 -1.0499
H -0.9806 0.2706 -1.4147
H -1.8398 -1.1101 -0.5220
H -1.1627 0.1298 1.5740
```

Calculated values
SMILES   O=C=S.CCCN
HOMO   -9.546 eV
E_LUMO   0.3 eV
Relative energy (zero: lowest compared OMol25 entry of this formula, charge and spin)   161.93 kJ/mol
M   119.2 g mol⁻¹
Electronic energy   -685.95727 a.u.
2S+1   1
Orbital gap   9.868 eV

---

(2)
# C4H9NOS

The molecule C4H9NOS (ωB97M-V/def2-TZVPD, the Open Molecules 2025 dataset).

```
16
C4H9NOS | the Open Molecules 2025 dataset | ωB97M-V/def2-TZVPD
O 1.4025 2.2141 -1.0150
C 0.7755 2.1524 0.0180
N 0.3008 0.9895 0.5649
C 0.1671 -0.2239 -0.2263
C -0.4249 -1.3659 0.5798
S 0.1452 -1.4312 2.3310
C -0.7062 0.0126 -1.4790
H 0.5011 3.0633 0.5729
H 0.3042 0.9693 1.5728
H 1.1683 -0.4849 -0.5745
H -1.5067 -1.2589 0.6058
H -0.1397 -2.3045 0.1279
H 0.5976 -2.6841 2.2252
H -0.1105 0.5604 -2.2187
H -1.4606 0.7465 -1.2306
H -1.0139 -0.9546 -1.8543
```

Calculated values
SMILES   C[C@H](CS)NC=O
HOMO   -9.432 eV
E_LUMO   0.7 eV
Relative energy (zero: lowest compared OMol25 entry of this formula, charge and spin)   84.67 kJ/mol
M   119.2 g mol⁻¹
Electronic energy   -685.98670 a.u.
2S+1   1
Orbital gap   10.140 eV

---

(3)
# C4H9NOS

The molecule C4H9NOS (ωB97M-V/def2-TZVPD, the Open Molecules 2025 dataset).

```
16
C4H9NOS | the Open Molecules 2025 dataset | ωB97M-V/def2-TZVPD
O 2.1324 0.9793 1.8246
C 1.2344 0.2663 1.4674
C 0.7878 0.2719 0.0045
C -0.2254 -0.8324 -0.3339
C -1.6594 -0.3777 -0.5277
S -2.3606 0.0534 1.0971
N 1.9620 0.1207 -0.8876
H 0.7195 -0.4467 2.1308
H 0.3068 1.2585 -0.1132
H -0.1510 -1.5892 0.4616
H 0.1078 -1.3649 -1.2245
H -1.7085 0.4644 -1.2194
H -2.2478 -1.1899 -0.9492
H -3.1361 1.0963 0.7803
H 1.6117 0.4178 -1.8015
H 2.6263 0.8722 -0.7094
```

Calculated values
SMILES   N[C@H](C=O)CCS
HOMO   -9.370 eV
E_LUMO   0.7 eV
Relative energy (zero: lowest compared OMol25 entry of this formula, charge and spin)   137.88 kJ/mol
M   119.2 g mol⁻¹
Electronic energy   -685.96643 a.u.
2S+1   1
Orbital gap   10.070 eV

---

(4)
# C4H9NOS

The molecule C4H9NOS (ωB97M-V/def2-TZVPD, the Open Molecules 2025 dataset).

```
16
C4H9NOS | the Open Molecules 2025 dataset | ωB97M-V/def2-TZVPD
C 0.2988 2.2994 -0.3737
C -1.0950 1.8180 -0.8666
C -0.2665 1.0277 0.1180
C 0.8847 -2.2058 1.3370
N 0.2712 -0.4919 -0.5433
O -0.5292 -2.9535 -0.6897
S -0.5567 -1.8381 0.1864
H 1.2201 2.1892 -1.0571
H 0.4907 3.2077 0.2423
H -2.0738 2.3951 -0.6617
H -1.2717 1.2566 -1.8041
H -0.5261 0.7643 1.0872
H 0.6648 -3.1668 1.8899
H 0.9457 -1.3117 1.9653
H 1.5730 -2.5397 0.6885
H -0.0301 -0.4506 -1.5184
```

Calculated values
HOMO   -8.569 eV
E_LUMO   1.0 eV
Relative energy (zero: lowest compared OMol25 entry of this formula, charge and spin)   448.39 kJ/mol
M   119.2 g mol⁻¹
Electronic energy   -685.84816 a.u.
2S+1   1
Orbital gap   9.523 eV

---

(5)
# C4H9NOS

The molecule C4H9NOS (ωB97M-V/def2-TZVPD, the Open Molecules 2025 dataset).

```
16
C4H9NOS | the Open Molecules 2025 dataset | ωB97M-V/def2-TZVPD
C 1.7986 -1.4083 0.4232
N 1.1250 -0.5620 -0.5716
C 0.4066 0.6286 -0.1819
C -0.9064 1.0191 -1.0749
S -2.0608 2.1666 -0.0456
C -0.7284 0.1324 0.9017
O -1.3171 -0.9219 0.9178
H 1.8698 -2.3809 -0.0254
H 2.7731 -1.0201 0.7663
H 1.2389 -1.4656 1.3791
H 0.3079 -1.2026 -0.6934
H 1.0959 1.4565 -0.1872
H -0.7321 1.5980 -1.9752
H -1.3547 0.0941 -1.4462
H -3.0437 1.1520 0.0170
H -0.4726 0.7140 1.7961
```

Calculated values
SMILES   CN[C@H](C=O)CS
HOMO   -8.459 eV
E_LUMO   0.7 eV
Relative energy (zero: lowest compared OMol25 entry of this formula, charge and spin)   391.16 kJ/mol
M   119.2 g mol⁻¹
Electronic energy   -685.86996 a.u.
2S+1   1
Orbital gap   9.177 eV

---

(6)
# C4H9NOS2

The ion C4H9NOS2 with charge +1 (ωB97M-V/def2-TZVPD, the Open Molecules 2025 dataset).

```
17
C4H9NOS2 | the Open Molecules 2025 dataset | ωB97M-V/def2-TZVPD
S 0.9647 -1.8590 2.1528
S 1.6261 -1.3806 0.3456
C 0.6177 0.2022 0.0056
C -0.7691 -0.2063 -0.4674
C -1.2554 0.8640 -1.5352
N -1.4350 2.1780 -1.2538
C -1.3351 2.8168 0.0524
O -1.4723 0.4375 -2.6446
H 1.5389 -1.1332 3.1412
H 1.2190 0.7048 -0.7564
H 0.6182 0.7683 0.9316
H -1.3502 -0.1289 0.4655
H -1.1604 -1.1014 -0.9350
H -1.5443 2.7718 -2.0605
H -0.5138 3.5475 0.1353
H -1.0770 2.0604 0.8088
H -2.2929 3.2663 0.3332
```

Calculated values
Net charge   +1
HOMO (alpha / beta)   -13.404 / -13.348 eV
E_LUMO (alpha / beta)   -4.5 / -8.9 eV
Relative energy (zero: lowest compared OMol25 entry of this formula, charge and spin)   65.10 kJ/mol
M   151.3 g mol⁻¹
Electronic energy   -1083.83558 a.u.
2S+1   2
Orbital gap (alpha / beta)   8.886 / 4.494 eV

---

(7)
# C4H9NP

The ion C4H9NP with charge +1 (ωB97M-V/def2-TZVPD, the Open Molecules 2025 dataset).

```
15
C4H9NP | the Open Molecules 2025 dataset | ωB97M-V/def2-TZVPD
C -1.3628 -0.0055 0.0942
C 1.2969 -0.6011 -0.1835
C 1.3157 0.4280 0.9163
C -2.6749 -0.0766 -0.4064
N 2.3158 0.5366 -0.1546
P -0.3065 1.5480 0.6654
H -0.8228 -0.9472 0.3576
H 1.8023 -1.5325 0.1112
H 0.4279 -0.7147 -0.8057
H 1.6656 0.1892 1.9110
H -2.5877 -0.6962 -1.3129
H -3.0547 0.8346 -0.8292
H -3.3571 -0.6345 0.1874
H 3.2516 0.3926 0.1846
H 2.0909 1.2794 -0.7353
```

Calculated values
SMILES   C/C=P/[C@H]1C[NH2+]1
Net charge   +1
HOMO (alpha / beta)   -12.700 / -12.700 eV
E_LUMO (alpha / beta)   -4.7 / -4.7 eV
Relative energy (zero: lowest compared OMol25 entry of this formula, charge and spin)   359.22 kJ/mol
M   102.1 g mol⁻¹
Electronic energy   -553.51239 a.u.
2S+1   1
Orbital gap (alpha / beta)   8.029 / 8.028 eV

---

(8)
# C4H9NS

The molecule C4H9NS (ωB97M-V/def2-TZVPD, the Open Molecules 2025 dataset).

```
15
C4H9NS | the Open Molecules 2025 dataset | ωB97M-V/def2-TZVPD
C 2.0579 0.0834 -1.9765
C 0.7487 -0.4841 -1.4938
C -1.7390 -0.1945 1.1979
C -1.4006 0.6354 2.3506
H 2.7082 -0.4363 -1.1256
H 2.3131 -0.1159 -3.1162
H 1.9732 1.1145 -1.7822
H 0.8866 -1.4645 -0.9572
H -0.0093 -0.7351 -2.5473
H -2.5947 -0.8340 1.6706
H -0.7441 1.3700 2.1014
H -2.3810 1.1339 2.6957
H -0.8529 -0.0123 3.1527
N -1.1643 -0.5280 0.0859
S 0.1982 0.4677 -0.2559
```

Calculated values
SMILES   C/C=N\SCC
HOMO   -8.226 eV
E_LUMO   1.0 eV
Relative energy (zero: lowest compared OMol25 entry of this formula, charge and spin)   330.25 kJ/mol
M   103.2 g mol⁻¹
Electronic energy   -610.62791 a.u.
2S+1   1
Orbital gap   9.191 eV

---

(9)
# C4H9NS

A cluster of 2 separate species, C4H9NS in total (ωB97M-V/def2-TZVPD, the Open Molecules 2025 dataset).

```
15
C4H9NS | the Open Molecules 2025 dataset | ωB97M-V/def2-TZVPD
C -0.3840 -0.1272 -2.5891
C 0.1283 -1.2872 -1.8846
C 0.4688 -0.1694 2.0808
C -0.3942 0.9302 1.6137
N 0.1634 -0.0319 -1.2668
S -1.6215 0.2670 0.3687
H 0.0878 0.3973 -3.4068
H -1.4201 0.2814 -2.6760
H -0.6087 -2.1200 -1.6842
H 1.0739 -1.7193 -2.1024
H -0.1974 -0.9942 2.2440
H 1.3254 -0.5319 1.4435
H 0.8887 0.0615 3.1473
H -0.0012 1.8663 1.1821
H -1.0638 1.4843 2.4231
```

Calculated values
HOMO (alpha / beta)   -8.852 / -8.851 eV
E_LUMO (alpha / beta)   -1.2 / -1.2 eV
Relative energy (zero: lowest compared OMol25 entry of this formula, charge and spin)   459.95 kJ/mol
M   103.2 g mol⁻¹
Electronic energy   -610.57851 a.u.
2S+1   1
Orbital gap (alpha / beta)   7.655 / 7.656 eV

---

(10)
# C4H9NS

The molecule C4H9NS (ωB97M-V/def2-TZVPD, the Open Molecules 2025 dataset).

```
15
C4H9NS | the Open Molecules 2025 dataset | ωB97M-V/def2-TZVPD
C 0.7776 0.0607 2.1486
C -0.4913 -0.4386 0.1637
C -0.8756 0.1886 -1.1639
C 0.1851 -0.0636 -2.1513
H -0.2157 -0.3498 2.5701
H 1.1016 0.9712 2.6151
H 1.5725 -0.7505 2.1993
H -0.1441 1.2568 0.8032
H -0.0311 -1.3906 0.0104
H -1.4590 -0.5750 0.6962
H 1.2380 0.0113 -1.8776
H -0.0092 0.4942 -3.0455
H 0.0579 -1.1173 -2.4784
N 0.4322 0.5062 0.8197
S -2.1390 1.1966 -1.3098
```

Calculated values
SMILES   CNCC(C)=S
HOMO   -8.751 eV
E_LUMO   -0.1 eV
Relative energy (zero: lowest compared OMol25 entry of this formula, charge and spin)   161.09 kJ/mol
M   103.2 g mol⁻¹
Electronic energy   -610.69233 a.u.
2S+1   1
Orbital gap   8.675 eV

---

(11)
# C4H9NS

The molecule C4H9NS (ωB97M-V/def2-TZVPD, the Open Molecules 2025 dataset).

```
15
C4H9NS | the Open Molecules 2025 dataset | ωB97M-V/def2-TZVPD
C -0.9165 0.8419 -0.7323
C -0.0889 -0.2862 -0.1968
C -0.4398 -0.7710 1.2552
C 1.3102 -0.0967 0.3574
H -0.9797 1.8746 -2.9047
H -1.8082 0.3259 -1.0679
H -1.1804 1.6384 -0.0496
H -0.1460 -1.0886 -0.8821
H -1.1522 -1.5219 1.3791
H -0.6689 0.0825 1.8515
H 1.3004 -2.0167 1.0404
H 1.5216 0.9536 0.7084
H 2.2480 -0.3329 -0.1626
N 0.9871 -1.1035 1.4599
S 0.0132 1.5005 -2.0561
```

Calculated values
SMILES   SCC1CNC1
HOMO   -8.769 eV
E_LUMO   0.9 eV
Relative energy (zero: lowest compared OMol25 entry of this formula, charge and spin)   184.47 kJ/mol
M   103.2 g mol⁻¹
Electronic energy   -610.68343 a.u.
2S+1   1
Orbital gap   9.627 eV

---

(12)
# C4H9NS2

The molecule C4H9NS2 (ωB97M-V/def2-TZVPD, the Open Molecules 2025 dataset).

```
16
C4H9NS2 | the Open Molecules 2025 dataset | ωB97M-V/def2-TZVPD
C -2.4624 -0.6474 -1.9573
C -0.1417 -0.5488 -0.3116
C 1.2120 0.0703 -0.2740
C 1.3453 1.0391 1.1406
H -3.0562 -0.0867 -1.2277
H -2.8839 -0.5832 -2.9457
H -2.1950 -1.7823 -1.6580
H 1.4076 0.9484 -1.1139
H 2.2696 -0.6993 -0.3896
H 2.3053 1.4779 0.9753
H 0.5705 1.7814 0.9923
H 1.1849 0.7453 3.2145
H 0.6737 -0.5049 2.4196
N 1.3718 0.2639 2.3216
S -0.6657 -0.0600 -1.9956
S -0.9359 -1.4139 0.8094
```

Calculated values
SMILES   CSC(=S)CCN
HOMO   -8.712 eV
E_LUMO   -0.3 eV
Relative energy (zero: lowest compared OMol25 entry of this formula, charge and spin)   252.56 kJ/mol
M   135.3 g mol⁻¹
Electronic energy   -1008.84708 a.u.
2S+1   1
Orbital gap   8.430 eV

---

(13)
# C4H9NSi

A cluster of 2 separate species, C4H9NSi in total (ωB97M-V/def2-TZVPD, the Open Molecules 2025 dataset).

```
15
C4H9NSi | the Open Molecules 2025 dataset | ωB97M-V/def2-TZVPD
C 1.4530 -1.2524 -0.2603
C -2.0666 -0.7459 -0.2752
C -1.0383 -0.3116 0.7012
C 0.8845 -0.0126 -0.5299
N 1.9039 -2.2810 -0.0101
Si 1.6811 1.5734 0.1163
H -2.3170 0.0474 -0.9777
H -1.7442 -1.6289 -0.8257
H -2.9794 -1.0156 0.2654
H -0.6622 -1.0664 1.3744
H -1.1379 0.6743 1.1233
H 0.3992 0.0444 -1.4973
H 2.0472 2.3876 -1.0471
H 2.8642 1.2676 0.9155
H 0.7123 2.3198 0.9271
```

Calculated values
HOMO   -9.075 eV
E_LUMO   -0.1 eV
Relative energy (zero: lowest compared OMol25 entry of this formula, charge and spin)   348.90 kJ/mol
M   99.2 g mol⁻¹
Electronic energy   -501.94802 a.u.
2S+1   1
Orbital gap   8.986 eV

---

(14)
# C4H9O2

The ion C4H9O2 with charge -1 (ωB97M-V/def2-TZVPD, the Open Molecules 2025 dataset).

```
15
C4H9O2 | the Open Molecules 2025 dataset | ωB97M-V/def2-TZVPD
C -1.6560 -0.2669 -0.6084
O -1.8367 0.9492 0.0859
C -0.2071 -0.8985 -0.5166
C 0.8327 0.1501 -0.0307
C 2.2486 -0.5008 0.0464
O 0.5470 0.7750 1.1410
H -1.9381 -0.0730 -1.6589
H -2.4333 -0.9012 -0.1561
H -0.2566 -1.6871 0.2355
H 0.0261 -1.1944 -1.5379
H 0.8742 0.9603 -0.8190
H 2.4292 -1.1013 -0.8572
H 2.1873 -1.1942 0.8893
H 2.9932 0.2724 0.2049
H -0.9872 1.1262 0.6275
```

Calculated values
SMILES   C[C@H]([O-])CCO
Net charge   -1
HOMO   -2.966 eV
E_LUMO   4.5 eV
Relative energy (zero: lowest compared OMol25 entry of this formula, charge and spin)   173.79 kJ/mol
M   89.1 g mol⁻¹
Electronic energy   -308.27869 a.u.
2S+1   1
Orbital gap   7.432 eV

---

(15)
# C4H9O2

The ion C4H9O2 with charge -1 (ωB97M-V/def2-TZVPD, the Open Molecules 2025 dataset).

```
15
C4H9O2 | the Open Molecules 2025 dataset | ωB97M-V/def2-TZVPD
C 0.4990 1.7487 0.4387
O 0.7823 1.4313 1.7531
C 0.5775 0.4739 -0.4398
C -0.6750 -0.4630 0.0566
C -0.4750 -1.9895 -0.6444
O -0.8001 -0.4283 1.4200
H -0.4646 2.2023 0.4316
H 1.2252 2.4528 0.1060
H 1.5669 0.0437 -0.4752
H 0.4803 0.7421 -1.5093
H -1.5152 0.0685 -0.4480
H 0.4966 -2.3586 -0.2885
H -1.3409 -2.5743 -0.2784
H -0.5879 -1.7857 -1.7352
H 0.2309 0.4362 1.6128
```

Calculated values
SMILES   C[C@@H]([O-])CCO
Net charge   -1
HOMO   -3.275 eV
E_LUMO   4.5 eV
Relative energy (zero: lowest compared OMol25 entry of this formula, charge and spin)   236.59 kJ/mol
M   89.1 g mol⁻¹
Electronic energy   -308.25478 a.u.
2S+1   1
Orbital gap   7.776 eV